Molecular formula: C39H38MgN3O2S2Se
Method: DFT, ωB97M-V/def2-TZVPD

Last column: Mulliken charge in e.
Cartesian coordinates (Å):
Mg (0.550, -0.564, -0.418)  2.1905
C (3.093, 0.644, 1.599)  -0.4080
C (3.276, -0.811, 1.316)  0.6212
C (4.232, -1.558, 1.996)  -0.9072
C (4.371, -2.899, 1.709)  -0.8939
C (3.550, -3.467, 0.749)  -0.7839
C (2.613, -2.668, 0.118)  0.6115
N (2.486, -1.360, 0.388)  0.3848
C (1.733, -3.202, -0.958)  1.0386
C (1.650, -4.557, -1.255)  -0.9758
C (0.915, -4.950, -2.356)  -1.0380
C (0.323, -3.987, -3.155)  -0.8686
C (0.420, -2.655, -2.779)  0.6145
N (1.069, -2.288, -1.671)  0.4718
C (-0.088, -1.563, -3.656)  0.5308
C (-1.060, -1.790, -4.621)  -0.6769
C (-1.409, -0.746, -5.463)  -0.7977
C (-0.778, 0.474, -5.316)  -0.6212
C (0.179, 0.623, -4.312)  0.6936
C (0.936, 1.909, -4.141)  -1.1826
N (0.499, -0.374, -3.491)  -0.1063
H (3.711, 0.966, 2.434)  0.4557
H (3.355, 1.237, 0.719)  0.3864
H (2.048, 0.829, 1.848)  -0.6675
H (4.844, -1.080, 2.747)  0.4542
H (5.107, -3.499, 2.227)  0.4366
H (3.650, -4.511, 0.498)  0.3454
H (2.149, -5.292, -0.643)  0.3807
H (0.834, -5.998, -2.612)  0.4467
H (-0.180, -4.267, -4.068)  0.3796
H (-1.549, -2.749, -4.707)  0.4268
H (-2.164, -0.887, -6.225)  0.4635
H (-1.009, 1.305, -5.970)  0.4897
H (1.774, 1.944, -4.839)  0.4435
H (0.308, 2.777, -4.346)  0.3867
H (1.342, 1.961, -3.133)  -0.0306
O (0.785, 1.432, -0.561)  -1.2966
S (1.159, 2.872, -0.289)  -0.0519
C (-0.161, 3.883, -1.002)  -0.6392
C (-1.568, 3.741, -0.432)  -1.3227
C (-2.189, 2.345, -0.504)  -0.0530
C (-2.241, 1.802, -1.921)  -0.0507
S (-2.458, 0.013, -2.003)  0.5036
O (-1.378, -0.556, -1.115)  -0.6404
C (-3.968, -0.136, -1.073)  0.2957
C (-3.941, -0.594, 0.232)  -0.3489
C (-5.143, -0.692, 0.922)  -0.8014
C (-6.335, -0.337, 0.309)  -0.4285
C (-6.344, 0.109, -1.009)  -0.7488
C (-5.155, 0.202, -1.712)  -0.3978
C (0.885, 3.255, 1.428)  1.3135
C (1.540, 4.383, 1.905)  -0.6859
C (1.339, 4.772, 3.221)  -0.7308
C (0.509, 4.023, 4.044)  -0.6385
C (-0.119, 2.883, 3.558)  -1.0582
C (0.062, 2.491, 2.240)  0.1355
H (-0.106, 3.667, -2.070)  0.3450
H (0.207, 4.904, -0.868)  0.6189
H (-2.194, 4.451, -0.981)  0.5641
H (-1.569, 4.077, 0.606)  0.4371
H (-3.198, 2.392, -0.092)  0.6950
H (-1.629, 1.647, 0.119)  -0.3064
H (-1.304, 1.950, -2.460)  -0.5946
H (-3.046, 2.236, -2.521)  0.7942
H (-3.006, -0.876, 0.698)  0.3313
H (-5.140, -1.050, 1.943)  0.4635
H (-7.266, -0.417, 0.854)  0.3931
H (-7.277, 0.370, -1.488)  0.4069
H (-5.153, 0.526, -2.747)  0.4422
H (2.208, 4.946, 1.262)  0.4701
H (1.842, 5.649, 3.605)  0.4201
H (0.361, 4.322, 5.073)  0.4167
H (-0.750, 2.287, 4.204)  0.5211
H (-0.392, 1.573, 1.881)  0.1467
Se (-0.577, -1.222, 1.815)  -0.4210
C (0.739, -1.739, 3.107)  0.0275
C (1.135, -3.071, 3.213)  -0.3388
C (2.053, -3.467, 4.175)  -0.7138
C (2.597, -2.539, 5.052)  -0.5836
C (2.203, -1.210, 4.963)  -0.6197
C (1.282, -0.817, 4.003)  0.0775
H (0.701, -3.803, 2.542)  0.4609
H (2.338, -4.510, 4.247)  0.4409
H (3.305, -2.850, 5.809)  0.4146
H (2.606, -0.478, 5.652)  0.4481
H (0.967, 0.219, 3.953)  0.1924

Forces on atoms 1 to 3 (eV/Å):
Mg 0.0390 -0.0301 -0.0033
C -0.0035 0.0140 -0.0122
C 0.0162 -0.0118 0.0308

Summary:
multiplicity	1
HOMO energy	-9.4	eV
charge	+1
strongest force on any atom	0.15	eV/Å